Entry 1:
Density functional theory data (wB97M-V/def2-TZVPD) for a structure of composition C21H41AlGeN6O2S.

```
! RIJCOSX wB97M-V def2-TZVPD def2/J DEFGRID3
* xyz -2 1
Al -0.263 3.257 1.985
C -2.309 3.176 4.616
C -2.531 2.112 3.568
C -2.557 0.687 4.095
O -1.595 2.348 2.492
H -2.792 4.140 4.288
H -1.256 3.372 4.806
H -2.815 2.903 5.580
H -3.502 2.359 3.168
H -1.728 0.056 3.788
H -3.430 0.148 3.631
H -2.642 0.635 5.192
N 5.934 -2.263 -5.761
C 5.583 -1.066 -5.272
S 6.509 0.314 -5.223
C 4.266 -1.207 -4.583
C 3.391 -2.282 -4.851
C 2.329 -2.511 -3.934
N 1.792 -1.613 -3.101
C 2.640 -0.562 -2.859
C 3.834 -0.349 -3.502
H 6.772 -2.412 -6.303
H 5.545 -3.093 -5.312
H 3.520 -2.923 -5.744
H 1.873 -3.539 -3.905
H 2.326 0.225 -2.192
H 4.481 0.461 -3.213
C -4.645 -4.222 -0.099
Ge -2.823 -3.449 0.436
C -2.338 -3.792 2.346
C -2.630 -1.503 0.215
C -1.702 -4.323 -0.873
H -5.480 -3.591 0.271
H -4.743 -5.287 0.249
H -4.689 -4.230 -1.221
H -3.252 -3.573 2.989
H -1.535 -3.089 2.663
H -2.049 -4.867 2.491
H -2.005 -1.235 -0.684
H -2.206 -1.010 1.085
H -3.600 -1.012 0.003
H -1.722 -5.461 -0.766
H -0.677 -3.889 -0.711
C 2.037 1.145 1.419
C 1.853 1.421 2.941
C 3.242 1.511 3.682
C 1.179 0.180 3.501
N 1.306 2.718 2.812
H 2.424 0.122 1.203
H 2.747 1.895 1.021
H 1.019 1.201 1.000
H 4.073 0.922 3.236
H 3.007 1.014 4.643
H 3.588 2.499 4.070
H 1.867 -0.656 3.654
H 0.379 -0.066 2.775
H 0.750 0.336 4.499
H -1.946 -4.194 -1.798
C -1.569 2.510 -3.532
N -1.117 2.925 -2.172
C -1.272 4.317 -1.634
C -0.776 4.070 -0.187
O -1.132 4.669 0.841
N -0.145 2.857 -0.099
C -0.402 2.223 -1.310
N 0.018 0.926 -1.534
H -1.279 3.200 -4.347
H -2.684 2.386 -3.526
H -1.116 1.554 -3.756
H -2.273 4.701 -1.729
H -0.646 5.064 -2.139
H -0.362 0.181 -0.916
H -0.047 0.525 -2.463
*
```

**Largest force on an atom**: 0.13191 hartree/bohr
**DFT total energy**: -4021.22896 hartree
**Orbital gap (spin up / spin down)**: 3.6992 / 3.8440 eV
**HOMO level (spin up / spin down)**: 0.3 / 0.1 eV

Löwdin population analysis, charges in e, atoms 1 to 2:
1 Al 0.19
2 C -0.09

Entry 2:
Density functional theory data (wB97M-V/def2-TZVPD) for a cluster of 2 separate species, C21H41BrIN3O8P3S in total.

```
! RIJCOSX wB97M-V def2-TZVPD def2/J DEFGRID3
* xyz -1 1
C -2.510 -1.827 2.936
C -3.393 -0.857 2.801
C -4.419 0.176 2.075
C -3.628 1.225 1.087
C -2.781 0.451 -0.041
C -1.869 1.441 -0.976
N -2.956 2.441 -1.396
C -3.367 2.057 -2.600
O -4.014 1.731 -3.632
O -1.532 0.895 -2.309
P 0.131 0.337 -2.315
C -0.356 -0.436 -4.017
C -0.114 -1.212 -1.247
C -1.118 -2.224 -1.386
P 2.138 -0.526 -2.675
N 1.966 -2.193 -3.341
O 3.027 -0.762 -1.213
P 0.938 1.979 -3.627
O -0.158 2.302 -4.939
Br 2.962 1.306 -4.529
O 0.590 1.432 -1.033
C -0.507 2.080 -0.282
O -0.478 1.347 0.961
C 0.407 1.838 1.968
C 1.964 1.399 1.812
N 2.172 -0.062 1.620
C 1.618 -0.898 2.717
C 2.389 -0.770 4.143
C 1.416 -0.107 5.263
O 3.701 -0.154 4.056
C -0.459 3.699 -0.276
I -1.930 4.590 1.131
C -0.487 4.405 -1.715
C -1.081 5.935 -1.700
H -1.709 -2.611 3.216
H -5.210 -0.356 1.433
H -4.891 0.780 2.951
H -2.920 1.811 1.798
H -4.437 1.935 0.690
H -3.565 0.002 -0.781
H -2.206 -0.443 0.382
H 0.447 -0.250 -4.843
H -0.517 -1.571 -3.993
H -1.367 0.037 -4.341
H 0.616 -1.334 -0.346
H -1.894 -2.194 -2.250
H -1.237 -3.071 -0.621
H 2.802 -2.455 -3.882
H 1.740 -2.867 -2.591
H 2.884 -1.704 -0.923
H -0.981 2.729 -4.606
H 0.405 2.965 2.182
H 0.066 1.350 2.974
H 2.480 2.012 0.964
H 2.487 1.765 2.792
H 3.162 -0.280 1.420
H 0.484 -0.755 2.903
H 1.726 -2.007 2.366
H 2.571 -1.868 4.502
H 0.563 -0.885 5.434
H 0.912 0.871 4.920
H 1.928 0.032 6.282
H 3.789 0.561 4.740
H 0.570 3.971 0.204
H 0.599 4.510 -2.122
H -1.093 3.856 -2.520
H -2.229 5.949 -1.621
H -0.814 6.461 -2.705
H -0.602 6.555 -0.861
C 1.142 -5.740 -1.248
S 1.145 -4.613 0.163
O 1.909 -3.394 -0.239
C 2.232 -5.614 1.204
H 0.546 -5.292 -2.045
H 2.163 -5.896 -1.605
H 0.696 -6.693 -0.956
H 3.186 -5.778 0.699
H 1.751 -6.570 1.420
H 2.404 -5.076 2.138
*
```

**Largest force on an atom**: 0.14465 hartree/bohr
**DFT total energy**: -5884.56062 hartree
**Orbital gap**: 4.3812 eV
**HOMO level**: -2.5 eV

Löwdin population analysis, charges in e, atoms 1 to 2:
1 C 0.04
2 C -0.10

Entry 3:
Density functional theory data (wB97M-V/def2-TZVPD) for a structure of composition C21H41Cl3N2O2PmSSi3.

```
! RIJCOSX wB97M-V def2-TZVPD def2/J DEFGRID3
* xyz 1 5
Pm 0.191 0.087 0.263
C 1.469 3.507 -0.853
O 1.239 2.423 0.045
Si 2.183 2.218 1.478
C 2.555 3.853 2.312
C 3.779 1.451 0.825
C 1.033 1.044 2.327
Si 1.815 -0.435 3.153
C 0.518 -1.499 4.017
C 3.238 -0.028 4.308
C 2.463 -1.572 1.718
Si -0.564 1.801 2.948
C -1.077 3.350 1.983
C -0.633 2.152 4.789
C -2.025 0.603 2.563
H 2.480 3.463 -1.265
H 1.334 4.459 -0.338
H 0.753 3.446 -1.672
H 3.227 4.482 1.725
H 3.039 3.656 3.271
H 1.647 4.422 2.516
H 4.447 2.225 0.441
H 3.569 0.759 0.004
H 4.326 0.908 1.597
H -0.071 -0.923 4.733
H 0.992 -2.316 4.565
H -0.173 -1.946 3.294
H 2.886 0.610 5.122
H 4.031 0.512 3.788
H 3.675 -0.926 4.751
H 2.023 -1.332 0.736
H 2.238 -2.621 1.917
H 3.541 -1.480 1.589
H -0.424 4.201 2.184
H -2.088 3.641 2.278
H -1.078 3.190 0.902
H 0.062 2.944 5.075
H -0.371 1.261 5.363
H -1.638 2.460 5.087
H -2.073 0.238 1.524
H -2.971 1.115 2.743
H -1.997 -0.273 3.213
Cl -2.120 0.566 -6.693
C -1.228 0.334 -5.232
C -1.704 0.871 -4.051
C -0.988 0.646 -2.890
Cl -1.621 1.305 -1.386
C 0.214 -0.080 -2.831
O 0.872 -0.283 -1.712
C 0.652 -0.594 -4.069
Cl 2.134 -1.476 -4.093
C -0.049 -0.397 -5.243
H -2.615 1.455 -4.033
H 0.334 -0.809 -6.167
C -1.593 -4.359 -3.382
N -1.071 -3.446 -2.368
C 0.293 -3.758 -1.945
C -1.837 -2.606 -1.657
S -1.411 -2.263 -0.018
N -2.949 -2.082 -2.194
C -3.150 -1.888 -3.629
C -4.010 -1.482 -1.393
H -1.178 -5.348 -3.190
H -1.309 -4.060 -4.392
H -2.672 -4.439 -3.314
H 0.841 -4.122 -2.812
H 0.299 -4.523 -1.166
H 0.790 -2.870 -1.573
H -2.211 -1.957 -4.168
H -3.543 -0.882 -3.776
H -3.871 -2.596 -4.038
H -3.912 -1.758 -0.351
H -4.970 -1.838 -1.769
H -3.985 -0.394 -1.483
*
```

**Largest force on an atom**: 0.02468 hartree/bohr
**DFT total energy**: -4340.39709 hartree
**Orbital gap (spin up / spin down)**: 8.3674 / 8.5769 eV
**HOMO level (spin up / spin down)**: -10.7 / -10.7 eV

Löwdin population analysis, charges in e, atoms 1 to 2:
1 Pm 1.36
2 C -0.10

What is the largest force on an atom in the second record? 0.14465 hartree/bohr